{
  "formula": "C31H65Br4N3O15",
  "method": "wB97M-V/def2-TZVPD",
  "total_energy_ev": -348548.7328,
  "homo_energy_ev": -8.1,
  "lumo_ev": 0.26,
  "fmax_ev_per_a": 6.38,
  "relative_energy_ev": 0.000,
  "smiles": "COCCNCCOC.COCCNCCOC.COCCNCCOC.O=C1OCCO1.O=C1OCCO1.O=C1OCCO1.BrCCBr.BrCCBr",
  "species": ["C", "O", "C", "C", "N", "C", "C", "O", "C", "H", "H", "H", "H", "H", "H", "H", "H", "H", "H", "H", "H", "H", "H", "H", "C", "O", "C", "C", "N", "C", "C", "O", "C", "H", "H", "H", "H", "H", "H", "H", "H", "H", "H", "H", "H", "H", "H", "H", "C", "O", "C", "C", "N", "C", "C", "O", "C", "H", "H", "H", "H", "H", "H", "H", "H", "H", "H", "H", "H", "H", "H", "H", "O", "C", "O", "C", "C", "O", "H", "H", "H", "H", "O", "C", "O", "C", "C", "O", "H", "H", "H", "H", "O", "C", "O", "C", "C", "O", "H", "H", "H", "H", "Br", "C", "C", "Br", "H", "H", "H", "H", "Br", "C", "C", "Br", "H", "H", "H", "H"],
  "coordinates": [[4.517, 0.619, 3.502], [4.239, -0.784, 3.485], [4.916, -1.551, 2.534], [4.118, -2.815, 2.184], [3.271, -3.314, 3.305], [2.040, -3.905, 2.943], [2.163, -5.247, 2.235], [2.433, -5.124, 0.895], [1.351, -4.558, 0.169], [4.332, 0.956, 4.532], [3.853, 1.232, 2.865], [5.552, 0.877, 3.239], [5.862, -1.856, 2.983], [5.070, -0.973, 1.624], [4.805, -3.631, 1.949], [3.443, -2.659, 1.332], [3.248, -2.602, 4.011], [1.209, -3.299, 2.535], [1.594, -4.195, 3.919], [1.254, -5.847, 2.389], [2.960, -5.803, 2.731], [1.249, -3.463, 0.207], [0.373, -4.926, 0.562], [1.352, -4.888, -0.874], [2.096, -0.258, -6.208], [1.339, 0.628, -6.978], [0.007, 0.614, -6.679], [-0.394, 1.638, -5.605], [-0.397, 1.129, -4.247], [-1.292, 1.917, -3.393], [-1.200, 1.503, -1.924], [-2.169, 2.220, -1.198], [-2.050, 1.918, 0.166], [1.612, -0.427, -5.247], [3.078, 0.170, -6.074], [2.100, -1.257, -6.663], [-0.363, -0.370, -6.382], [-0.559, 0.896, -7.570], [-1.355, 2.072, -5.903], [0.277, 2.515, -5.693], [0.544, 1.017, -3.893], [-2.307, 1.730, -3.766], [-1.082, 3.009, -3.464], [-0.211, 1.811, -1.549], [-1.356, 0.413, -1.881], [-2.239, 0.844, 0.236], [-2.774, 2.447, 0.790], [-1.080, 2.293, 0.511], [-3.652, -2.017, -1.678], [-4.993, -1.812, -1.352], [-5.239, -0.686, -0.529], [-5.218, 0.599, -1.324], [-5.872, 0.456, -2.602], [-5.907, 1.735, -3.270], [-5.859, 1.651, -4.767], [-4.730, 0.913, -5.112], [-4.609, 0.842, -6.512], [-3.231, -1.248, -2.346], [-3.637, -2.949, -2.245], [-3.037, -2.127, -0.777], [-4.367, -0.669, 0.159], [-6.116, -0.927, 0.061], [-4.178, 0.930, -1.441], [-5.740, 1.315, -0.674], [-5.362, -0.253, -3.117], [-5.021, 2.356, -3.020], [-6.781, 2.272, -2.897], [-5.835, 2.681, -5.141], [-6.730, 1.104, -5.160], [-5.441, 0.273, -6.941], [-3.686, 0.312, -6.769], [-4.485, 1.847, -6.938], [-0.994, -2.262, 0.793], [-0.324, -1.619, 1.465], [-0.306, -1.645, 2.796], [0.803, -0.841, 3.261], [1.077, 0.073, 2.078], [0.576, -0.738, 0.994], [0.428, -0.328, 4.147], [1.669, -1.400, 3.622], [2.123, 0.308, 1.957], [0.481, 0.982, 2.119], [0.943, -2.337, 5.988], [0.287, -3.199, 6.315], [-0.137, -3.400, 7.604], [-1.251, -4.278, 7.592], [-1.055, -5.076, 6.288], [-0.217, -4.111, 5.499], [-1.275, -4.919, 8.475], [-2.228, -3.779, 7.658], [-1.907, -5.198, 5.633], [-0.422, -5.939, 6.513], [2.450, 2.778, 1.322], [1.877, 3.637, 0.803], [1.146, 3.549, -0.353], [0.306, 4.713, -0.512], [0.834, 5.720, 0.563], [1.692, 4.823, 1.376], [0.473, 5.205, -1.479], [-0.767, 4.531, -0.454], [0.112, 6.133, 1.261], [1.500, 6.491, 0.173], [6.248, 3.187, -2.129], [5.304, 1.454, -2.002], [4.351, 1.400, -3.144], [3.163, -0.134, -2.892], [4.793, 1.422, -1.053], [6.127, 0.759, -2.035], [4.839, 1.211, -4.093], [3.745, 2.290, -3.230], [2.387, 2.234, 6.580], [1.264, 2.227, 4.965], [0.743, 3.625, 4.647], [-0.742, 3.367, 3.403], [0.426, 1.642, 5.312], [1.912, 1.845, 4.195], [1.491, 4.238, 4.164], [0.352, 4.049, 5.563]],
  "forces_ev_per_angstrom": [[-0.16, 0.11, 0.49], [-0.74, 1.23, 0.29], [0.04, -0.67, -0.09], [-1.02, -0.57, 0.51], [2.11, 0.84, -0.89], [-1.86, -1.28, 2.08], [-0.24, 0.33, 1.25], [0.12, 0.15, -1.97], [-1.27, -0.37, 0.12], [0.17, -0.13, -0.22], [0.17, -0.53, -0.14], [-0.10, -0.33, 0.04], [0.36, 0.09, -0.22], [0.28, 0.01, -0.17], [0.11, 0.28, -0.44], [0.33, 0.20, -0.13], [-0.52, 0.04, 0.35], [0.78, 0.04, -0.44], [0.08, 0.13, -0.39], [-0.19, 0.21, -0.04], [0.28, 0.01, -0.27], [0.56, -0.25, 0.02], [0.54, 0.08, 0.00], [0.54, 0.09, 0.14], [-0.65, -0.69, 0.29], [1.18, 0.28, -0.79], [-1.94, 0.73, 0.32], [0.62, 0.44, -0.41], [-0.90, -0.07, 0.13], [0.28, 0.06, 0.06], [0.40, 0.32, -1.06], [-0.52, 0.62, -0.27], [-0.08, 0.18, 0.08], [0.23, 0.22, 0.25], [0.36, -0.19, 0.01], [0.46, 0.10, -0.22], [0.07, -0.21, 0.09], [0.23, -0.06, -0.26], [-0.27, -0.47, 0.52], [0.10, -0.21, -0.16], [-0.02, 0.27, 0.20], [0.08, 0.19, 0.16], [-0.16, -0.33, 0.01], [-0.01, -0.60, 0.03], [0.15, 0.18, 0.38], [0.52, -0.15, 0.76], [-0.38, 0.05, -0.49], [0.23, -0.77, 0.21], [0.32, -0.34, -0.35], [-0.83, -0.15, -0.13], [1.78, -0.98, 0.10], [-0.39, -0.18, 0.81], [-0.19, -0.07, 0.22], [0.69, 0.36, 0.28], [-1.17, -0.38, 0.46], [0.85, 0.02, -0.39], [0.78, -0.24, -0.14], [-0.07, 0.11, 0.24], [0.19, -0.04, 0.09], [0.10, 0.09, -0.13], [-0.49, 0.33, 0.27], [-0.42, 0.34, -0.24], [-0.04, 0.17, 0.03], [0.09, 0.31, -0.40], [-0.10, 0.19, -0.22], [-0.15, -0.17, 0.22], [-0.09, 0.20, -0.32], [0.01, -0.08, -0.36], [-0.18, 0.36, -0.05], [-0.10, 0.34, -0.16], [-0.10, -0.10, 0.28], [-0.46, -0.09, -0.11], [-3.04, -2.78, -2.78], [2.60, 2.41, 2.00], [0.53, 0.06, 0.90], [-0.52, 0.63, 1.00], [-0.55, -0.67, 0.19], [0.70, 0.72, -0.31], [0.04, 0.16, -0.17], [-0.32, -0.37, -0.58], [0.11, -0.08, -0.31], [0.05, 0.14, -0.04], [3.95, 4.76, -1.59], [-3.38, -3.64, 2.02], [-0.40, -0.01, 0.18], [-0.89, -0.77, -0.05], [1.45, 1.73, -0.24], [-1.15, -1.79, 0.40], [0.61, -0.04, -0.08], [0.42, 0.53, -0.45], [-0.22, -0.61, 0.39], [-0.43, -0.13, -0.54], [2.19, -2.86, 0.88], [-3.09, 2.47, -1.09], [-0.24, 0.40, -0.03], [0.74, 1.66, -0.05], [0.96, -1.87, 0.62], [-0.36, 1.58, -0.21], [0.12, -0.67, -0.03], [0.16, -0.65, 0.35], [-0.19, -0.02, -0.24], [-0.25, -0.03, -0.13], [-0.16, -0.11, 0.15], [0.53, 0.88, 0.08], [-0.17, -0.60, -0.50], [0.01, 0.09, 0.27], [-0.01, 0.10, 0.27], [-0.16, -0.49, -0.08], [0.15, 0.11, -0.05], [-0.20, 0.05, 0.15], [0.08, 0.27, -0.15], [0.02, 0.96, 0.88], [0.31, -0.95, 0.27], [0.03, 0.26, -0.02], [0.02, -0.58, -0.53], [-0.27, -0.46, -0.32], [-0.04, 0.23, -0.04], [-0.14, 0.37, -0.15]]
}